(1)
{"formula": "C2H4ClOP", "method": "ωB97M-V/def2-TZVPD", "e_lumo_ev": 0.022, "max_force_ev_per_a": 3.69, "total_energy_ha": -955.341811, "relative_energy_kj_mol": 168.7, "charge": 0, "e_homo_ha": -0.32166, "gap_ev": 8.775, "symbols": ["C", "C", "O", "P", "Cl", "H", "H", "H", "H"], "xyz": [[-0.993, 0.942, -0.103], [1.411, -0.831, -0.137], [-1.132, -1.932, 0.257], [-0.239, -0.750, 0.175], [2.339, 0.542, -0.161], [-1.054, 1.026, -1.147], [-1.866, 1.203, 0.617], [-0.164, 1.588, 0.245], [1.697, -1.789, 0.253]], "forces_ev_per_angstrom": [[0.86, -0.49, 3.55], [-3.33, -0.93, 1.14], [0.42, 0.64, 0.18], [-0.59, 0.33, -0.85], [1.52, 1.27, -0.15], [-0.87, 0.44, -1.32], [1.16, -0.86, -1.85], [-0.36, -0.06, -0.37], [1.17, -0.35, -0.34]]}



(2)
{"formula": "C2H4CsO3", "method": "ωB97M-V/def2-TZVPD", "e_lumo_ev": -3.448, "max_force_ev_per_a": 2.53, "total_energy_ha": -324.236828, "relative_energy_kj_mol": 100.6, "charge": 1, "e_homo_ha": -0.49807, "gap_ev": 10.105, "symbols": ["H", "O", "C", "Cs", "H", "H", "O", "C", "O", "H"], "xyz": [[-1.993, -2.193, -0.646], [3.148, 1.919, 0.918], [3.820, 1.307, 1.721], [-0.290, 2.824, -0.234], [4.917, 1.434, 1.748], [3.361, 0.600, 2.437], [-2.542, -0.272, -1.084], [-2.732, -1.472, -1.028], [-3.827, -2.053, -1.431], [-3.864, -2.094, -2.401]], "forces_ev_per_angstrom": [[0.02, 0.26, 0.32], [0.04, -0.29, 0.43], [-0.21, 0.29, -0.48], [0.08, -0.21, 0.00], [-0.18, -0.06, 0.07], [0.12, 0.11, -0.07], [0.20, -1.02, 0.19], [1.69, 1.87, 0.28], [-1.37, -1.16, -0.98], [-0.39, 0.21, 0.23]]}



(3)
{"formula": "C2H4F2", "method": "ωB97M-V/def2-TZVPD", "e_lumo_ev": [0.299, 0.154], "max_force_ev_per_a": 1.97, "total_energy_ha": -278.155232, "relative_energy_kj_mol": 472.6, "charge": 0, "e_homo_ha": [-0.33463, -0.32969], "gap_ev": [9.404, 9.125], "symbols": ["C", "C", "F", "F", "H", "H", "H", "H"], "xyz": [[-1.380, -0.726, -0.182], [1.132, 0.470, 0.082], [-1.950, 0.412, 0.308], [2.285, -0.257, 0.280], [-1.099, -1.393, 0.623], [-0.675, -0.471, -0.982], [1.149, 0.905, -0.925], [0.538, 1.061, 0.797]], "forces_ev_per_angstrom": [[0.75, 1.29, 0.25], [0.41, 0.17, -1.56], [-0.10, -0.48, -0.20], [-1.51, 1.03, 0.73], [-0.12, -0.29, -0.11], [-0.55, -0.56, -0.04], [0.01, -0.31, 0.31], [1.09, -0.84, 0.61]]}



(4)
{"formula": "C2H4F2IN", "method": "ωB97M-V/def2-TZVPD", "e_lumo_ev": [-0.555, -0.247], "max_force_ev_per_a": 2.88, "total_energy_ha": -630.652870, "relative_energy_kj_mol": 297.8, "charge": 0, "e_homo_ha": [-0.26108, -0.27121], "gap_ev": [6.549, 7.133], "symbols": ["C", "C", "N", "F", "F", "I", "H", "H", "H", "H"], "xyz": [[1.083, -0.755, 0.090], [-0.599, 1.244, -0.748], [0.176, -1.327, 0.837], [-0.115, 2.397, -0.136], [-0.639, 1.572, -2.041], [-2.547, 0.828, 0.085], [1.945, -0.411, 0.716], [1.045, -0.764, -1.081], [-0.780, -1.331, 0.480], [0.432, -1.453, 1.799]], "forces_ev_per_angstrom": [[0.18, 1.49, -2.07], [2.71, -0.01, 0.96], [-0.25, -0.32, -0.70], [-0.53, -0.38, -0.17], [-0.50, -0.01, -0.49], [-0.68, -0.18, 0.17], [-0.43, -0.17, -1.42], [0.24, -0.08, 2.83], [0.05, -0.44, 0.58], [-0.79, 0.10, 0.30]]}



(5)
{"formula": "C2H4F2O", "method": "ωB97M-V/def2-TZVPD", "e_lumo_ev": 1.019, "max_force_ev_per_a": 4.87, "total_energy_ha": -353.546857, "relative_energy_kj_mol": 91.5, "smiles": "OCC(F)F", "charge": 0, "e_homo_ha": -0.40447, "gap_ev": 12.025, "symbols": ["O", "C", "C", "F", "F", "H", "H", "H", "H"], "xyz": [[-0.054, -1.806, 0.060], [-0.500, -0.615, 0.686], [0.314, 0.487, 0.146], [-0.225, 1.752, 0.270], [0.459, 0.188, -1.095], [-0.077, -1.537, -0.837], [-1.503, -0.477, 0.504], [-0.287, -0.723, 1.720], [1.312, 0.499, 0.558]], "forces_ev_per_angstrom": [[-0.21, -0.26, 1.45], [1.38, -1.27, 1.08], [0.72, 1.26, 2.55], [-0.07, -0.73, -0.01], [0.45, 0.66, -4.81], [0.15, -0.51, -1.63], [-2.53, 0.57, -0.27], [-0.22, -0.05, 1.08], [0.34, 0.33, 0.56]]}



(6)
{"formula": "C2H4F3N", "method": "ωB97M-V/def2-TZVPD", "e_lumo_ev": [-0.024, -0.824], "max_force_ev_per_a": 2.90, "total_energy_ha": -432.709151, "relative_energy_kj_mol": 699.8, "charge": 0, "e_homo_ha": [-0.39687, -0.31874], "gap_ev": [10.776, 7.849], "symbols": ["C", "C", "N", "F", "F", "F", "H", "H", "H", "H"], "xyz": [[0.136, 0.284, 0.218], [-0.542, -0.737, -0.548], [-0.544, -0.332, 2.595], [-1.746, -0.414, -1.042], [-1.835, -0.662, 2.339], [0.042, -1.580, 2.891], [-0.291, 1.166, 0.644], [1.209, 0.125, 0.234], [-0.604, -1.667, 0.096], [0.100, -0.938, -1.322]], "forces_ev_per_angstrom": [[0.55, 0.11, 1.07], [-0.26, -0.94, 2.45], [0.48, -0.93, 0.03], [-1.45, 0.41, -0.29], [0.37, -0.07, -0.02], [-0.65, 1.13, -0.45], [-0.21, 0.35, -0.16], [-0.05, 0.34, 0.34], [-0.23, 0.57, -0.65], [1.44, -0.98, -2.32]]}



(7)
{"formula": "C2H4F3N2", "method": "ωB97M-V/def2-TZVPD", "e_lumo_ev": -3.882, "max_force_ev_per_a": 5.99, "total_energy_ha": -487.440904, "relative_energy_kj_mol": 42.8, "smiles": "NC(=[NH2+])C(F)(F)F", "charge": 1, "e_homo_ha": -0.61536, "gap_ev": 12.863, "symbols": ["N", "C", "N", "C", "F", "F", "F", "H", "H", "H", "H"], "xyz": [[0.944, -0.239, -1.135], [0.392, 0.046, -0.003], [0.890, 0.319, 1.136], [-1.442, -0.068, 0.034], [-1.935, 1.183, -0.302], [-1.809, -0.446, 1.208], [-1.798, -0.902, -0.935], [0.271, -0.410, -1.995], [1.989, -0.229, -1.300], [0.540, 0.573, 2.071], [1.958, 0.172, 1.222]], "forces_ev_per_angstrom": [[0.05, -0.41, -2.78], [-5.97, -0.44, -0.11], [5.10, -0.16, 2.09], [2.71, 2.38, -2.38], [0.85, -2.04, 0.97], [-0.22, -0.07, 0.32], [0.19, 0.12, 0.71], [2.06, 0.36, 2.37], [-1.76, 0.00, 0.19], [-0.90, -0.31, -1.18], [-2.11, 0.57, -0.21]]}



(8)
{"formula": "C2H4F3P", "method": "ωB97M-V/def2-TZVPD", "e_lumo_ev": -0.847, "max_force_ev_per_a": 2.88, "total_energy_ha": -719.502957, "relative_energy_kj_mol": 184.3, "charge": 0, "e_homo_ha": -0.32665, "gap_ev": 8.042, "symbols": ["C", "C", "F", "F", "F", "P", "H", "H", "H", "H"], "xyz": [[0.857, 0.370, 0.648], [-0.135, 1.325, 0.910], [-0.467, -2.093, -0.228], [-0.608, -0.225, -1.701], [-0.238, -2.349, -2.649], [0.418, -1.355, -1.354], [1.529, 0.025, 1.387], [-0.460, 1.961, 0.124], [-0.833, 0.479, 1.001], [-0.064, 1.861, 1.863]], "forces_ev_per_angstrom": [[0.01, -0.82, -2.71], [1.16, 0.90, 2.03], [0.45, 0.41, -0.23], [-0.27, 0.62, -0.03], [1.10, 1.26, 1.93], [-1.15, -2.02, -1.71], [0.35, -0.07, 1.55], [-0.49, 0.09, -0.97], [-0.83, -0.45, 0.15], [-0.33, 0.08, -0.01]]}



(9)
{"formula": "C2H4F6LiNO6S2", "method": "ωB97M-V/def2-TZVPD", "e_lumo_ev": [-3.942, -9.546], "max_force_ev_per_a": 6.52, "total_energy_ha": -1987.558498, "relative_energy_kj_mol": 36.9, "spin_multiplicity": 2, "charge": 1, "e_homo_ha": [-0.57796, -0.57645], "gap_ev": [11.785, 6.140], "symbols": ["Li", "C", "F", "F", "F", "S", "O", "O", "N", "S", "O", "O", "C", "F", "F", "F", "O", "H", "H", "O", "H", "H"], "xyz": [[16.706, 1.448, -10.850], [19.293, 1.350, -7.318], [19.259, 1.413, -5.931], [20.425, 1.842, -7.750], [19.236, 0.057, -7.775], [17.662, 2.300, -8.030], [16.540, 1.392, -7.848], [17.605, 3.539, -7.260], [17.939, 2.425, -9.726], [18.445, 3.826, -9.899], [17.374, 4.855, -10.009], [19.504, 4.267, -9.051], [19.271, 3.832, -11.710], [20.384, 3.123, -11.731], [18.465, 3.303, -12.662], [19.649, 5.118, -12.056], [16.863, -0.489, -11.318], [17.685, -0.977, -11.262], [16.202, -1.155, -11.509], [14.921, 2.125, -10.886], [14.053, 2.030, -11.280], [14.817, 2.827, -10.244]], "forces_ev_per_angstrom": [[-0.73, -1.05, -0.53], [-0.01, -1.41, 0.90], [-0.42, -0.18, -3.28], [-0.44, 0.55, 0.06], [-0.48, 1.77, 0.99], [-1.62, -1.49, 5.25], [1.65, 0.84, -1.27], [0.41, -1.54, -2.23], [-0.54, -1.12, 1.67], [2.45, 4.05, -4.48], [0.28, -0.79, 0.45], [0.24, 0.23, 0.34], [0.86, 1.14, -1.27], [-0.38, -0.17, 0.86], [0.02, 0.76, 1.28], [-1.52, -2.10, 1.04], [0.13, 0.63, 0.12], [0.36, -0.15, 0.02], [-0.39, -0.10, -0.05], [0.54, 0.06, 0.09], [-0.22, -0.22, -0.29], [-0.19, 0.31, 0.34]]}



(10)
{"formula": "C2H4FN", "method": "ωB97M-V/def2-TZVPD", "e_lumo_ev": 0.436, "max_force_ev_per_a": 6.46, "total_energy_ha": -233.043621, "relative_energy_kj_mol": 439.9, "charge": 0, "e_homo_ha": -0.34442, "gap_ev": 9.808, "symbols": ["C", "C", "N", "F", "H", "H", "H", "H"], "xyz": [[0.182, 0.636, 0.219], [0.702, -0.664, -0.237], [-0.944, 0.328, -0.551], [-1.843, -0.360, 0.226], [0.063, 0.845, 1.351], [0.521, 1.586, -0.340], [1.123, -0.925, -1.121], [0.197, -1.447, 0.452]], "forces_ev_per_angstrom": [[1.47, 3.91, 1.13], [-5.32, 0.19, 3.66], [1.53, -2.12, -0.92], [-0.97, -0.48, 0.84], [0.13, -0.50, -1.92], [0.35, -1.45, 1.21], [1.40, -0.41, -2.34], [1.41, 0.86, -1.65]]}



(11)
{"formula": "C2H4FNO", "method": "ωB97M-V/def2-TZVPD", "e_lumo_ev": 0.725, "max_force_ev_per_a": 3.56, "total_energy_ha": -308.365673, "relative_energy_kj_mol": 307.8, "charge": 0, "e_homo_ha": -0.35886, "gap_ev": 10.490, "symbols": ["C", "C", "N", "O", "F", "H", "H", "H", "H"], "xyz": [[0.951, 0.190, -0.754], [-2.764, 0.323, 0.175], [1.582, -0.485, 0.192], [-3.661, -0.317, -0.212], [0.682, 1.484, -0.161], [-1.761, -0.042, -0.190], [-2.924, 1.132, 0.906], [1.899, 0.010, 1.065], [1.708, -1.482, 0.058]], "forces_ev_per_angstrom": [[-0.43, 1.23, 1.44], [2.65, 0.02, 0.41], [-0.11, 1.33, 0.43], [-3.11, -1.43, -0.97], [0.79, -1.96, -0.90], [-0.02, 1.14, 0.63], [0.47, 0.27, -0.09], [-0.53, -0.97, -1.01], [0.29, 0.37, 0.05]]}



(12)
{"formula": "C2H4FNO2", "method": "ωB97M-V/def2-TZVPD", "e_lumo_ev": -2.066, "max_force_ev_per_a": 6.32, "total_energy_ha": -383.512542, "relative_energy_kj_mol": 543.3, "charge": 0, "e_homo_ha": -0.43532, "gap_ev": 9.780, "symbols": ["C", "C", "N", "O", "O", "F", "H", "H", "H", "H"], "xyz": [[1.170, 0.114, 0.234], [-0.078, -0.069, -0.532], [-1.346, 0.344, 0.061], [-1.487, 0.458, 1.281], [-2.256, 0.611, -0.747], [-0.366, -1.955, -0.298], [1.269, 1.130, 0.369], [2.119, -0.408, -0.121], [1.177, -0.096, 1.308], [-0.201, -0.129, -1.555]], "forces_ev_per_angstrom": [[1.04, -2.01, 0.21], [0.18, -5.43, 3.22], [-2.84, 1.36, 1.03], [1.04, -0.44, -1.74], [1.79, -0.62, 0.78], [0.49, 3.97, -0.54], [0.83, 2.88, -0.53], [-1.63, 0.95, -0.28], [-1.11, -0.87, -0.16], [0.21, 0.22, -2.00]]}